(1)
Below is 2 unconnected molecules or ions with the total composition C3H3BrClNS in a non-equilibrium geometry, with properties calculated with ωB97M-V/def2-TZVPD.

Geometry as XYZ:
```
10
Properties=species:S:1:pos:R:3:forces:R:3
Cl -3.6960 -0.8083 -0.3465 0.50 -0.43 0.62
C -2.0036 -0.5183 0.0286 -1.06 -2.14 0.30
C -1.3878 0.4040 -0.6420 1.95 1.48 0.46
Br -2.2107 1.5041 -1.8570 -0.22 0.74 -0.74
H -1.4886 -1.2725 0.6633 -0.65 0.90 -0.32
H -0.3580 0.7094 -0.3985 -0.53 -0.53 -0.34
N 3.2695 0.6387 0.8055 0.50 0.61 0.69
C 2.6677 -0.3008 0.3873 0.56 1.31 0.39
S 1.9132 -1.3825 -0.3742 -1.13 -1.93 -1.03
H 3.2943 1.0262 1.7336 0.08 0.00 -0.03
```
Positions in Å, forces in eV/Å.

Properties
Kohn-Sham gap = 10.00 eV
SMILES = Cl/C=C\Br.N=C=S
total charge = 0
HOMO level = -9.47 eV

(2)
Below is 2 unconnected molecules or ions with the total composition C3H3BrO2 in a non-equilibrium geometry, with properties calculated with ωB97M-V/def2-TZVPD.

Geometry as XYZ:
```
9
Properties=species:S:1:pos:R:3:forces:R:3
O -1.6424 -1.1009 -4.0517 -0.05 0.11 0.14
C -1.7441 -0.6129 -3.0045 0.12 -0.52 -0.94
C -1.8431 -0.0868 -1.8274 -0.51 0.29 1.14
Br -3.2385 -0.6562 -0.6599 0.23 0.03 -0.27
H -1.1904 0.6740 -1.4397 0.17 0.03 -0.14
C 0.6097 0.1604 0.7187 0.13 -0.42 0.15
O 0.2538 1.1178 0.0983 -0.07 0.42 -0.10
H 0.9219 0.2248 1.7711 0.03 0.10 0.12
H 0.6466 -0.8464 0.2711 -0.05 -0.05 -0.09
```
Positions in Å, forces in eV/Å.

Properties
Kohn-Sham gap = 8.99 eV
SMILES = O=C=CBr.C=O
total charge = 0
HOMO level = -9.00 eV

(3)
Below is a molecular structure, C3H3BrOS in a non-equilibrium geometry, with properties calculated with ωB97M-V/def2-TZVPD.

Geometry as XYZ:
```
9
Properties=species:S:1:pos:R:3:forces:R:3
C 0.2746 -0.2757 -0.5845 -3.04 2.46 -1.39
C -1.2264 0.9586 -0.3719 2.43 -2.06 1.03
C 0.9068 -0.6747 0.6659 0.44 -0.35 0.44
O 0.4823 -0.5133 -1.7208 0.42 -0.37 0.47
S -1.6618 1.4292 1.0929 -0.09 0.10 -0.43
Br -1.9986 1.3560 -2.0070 -0.06 0.09 -0.24
H 1.5652 -1.5211 0.4681 -0.01 0.05 0.06
H 1.4942 0.1653 1.0389 -0.04 0.03 0.05
H 0.1636 -0.9243 1.4182 -0.05 0.06 0.01
```
Positions in Å, forces in eV/Å.

Properties
Kohn-Sham gap = 7.94 eV
total charge = 0
HOMO level = -8.57 eV

(4)
Below is 2 unconnected molecules or ions with the total composition C3H3BrS in a non-equilibrium geometry, with properties calculated with ωB97M-V/def2-TZVPD.

Geometry as XYZ:
```
8
Properties=species:S:1:pos:R:3:forces:R:3
C -0.8512 -2.0979 -0.1190 3.97 1.25 0.11
C 1.8148 0.3703 0.0546 -1.36 0.96 0.22
C 0.6685 -0.3203 0.0919 -3.10 1.33 0.26
S -0.3560 -3.5298 0.0478 -0.21 -0.95 0.31
Br 3.4992 -0.3473 -0.0294 1.51 -0.98 -0.24
H -1.6305 -1.5627 -0.5570 -1.25 0.99 -0.26
H 1.9655 1.5129 0.1127 -1.01 -1.91 0.02
H -0.2494 0.3464 0.2618 1.45 -0.68 -0.40
```
Positions in Å, forces in eV/Å.

Properties
Kohn-Sham gap (spin up / spin down) = 7.33 / 7.34 eV
total charge = 0
HOMO level (spin up / spin down) = -8.47 / -8.47 eV

(5)
Below is a molecular structure, C3H3CaFO2 in a non-equilibrium geometry, with properties calculated with ωB97M-V/def2-TZVPD.

Geometry as XYZ:
```
10
Properties=species:S:1:pos:R:3:forces:R:3
H 0.2123 -1.1799 0.2081 -3.07 -2.26 1.62
H -0.8250 -0.8946 -1.2453 -0.99 -0.61 0.48
O -1.4986 0.0888 0.4710 0.37 0.31 0.07
O 0.3299 1.3062 0.9367 2.49 -0.47 -0.65
C -0.8276 -1.0243 -0.1586 -3.55 -4.37 2.13
C 1.2690 0.7573 0.0763 -0.09 1.33 0.22
C -0.9917 1.1352 1.0460 -1.98 -0.22 0.00
H -1.4190 -1.9023 0.1138 -0.54 0.25 -0.06
F 0.6949 -0.1933 -0.7107 7.52 6.18 -4.10
Ca 3.0557 1.9069 -0.7373 -0.14 -0.14 0.30
```
Positions in Å, forces in eV/Å.

Properties
2S+1 = 2
Kohn-Sham gap (spin up / spin down) = 5.12 / 5.45 eV
expectation value of S² = 0.755
total charge = +1
HOMO level (spin up / spin down) = -11.27 / -11.69 eV

(6)
Below is a molecular structure, C3H3CaO in a non-equilibrium geometry, with properties calculated with ωB97M-V/def2-TZVPD.

Geometry as XYZ:
```
8
Properties=species:S:1:pos:R:3:forces:R:3
H 0.6230 -1.5502 1.0501 -1.00 -0.22 -0.62
O -0.5845 -1.0209 -1.1272 0.54 0.50 -1.84
C 0.1283 -0.5813 1.1428 1.13 1.23 1.54
C 0.4296 0.4475 0.2818 -1.09 -0.52 -0.15
C 0.0428 0.0125 -1.0603 -0.15 -0.79 1.18
H -0.4229 -0.3782 2.0635 0.68 0.00 0.21
H 0.3781 1.5041 0.5361 -0.07 -0.17 -0.01
Ca -0.5943 1.5664 -2.8869 -0.04 -0.03 -0.33
```
Positions in Å, forces in eV/Å.

Properties
2S+1 = 2
Kohn-Sham gap (spin up / spin down) = 7.84 / 7.11 eV
expectation value of S² = 0.759
total charge = +2
HOMO level (spin up / spin down) = -18.29 / -18.10 eV

(7)
Below is C3H3Cl2F in the gas phase in a non-equilibrium geometry, with properties calculated with ωB97M-V/def2-TZVPD.

Geometry as XYZ:
```
9
Properties=species:S:1:pos:R:3:forces:R:3
C 1.2354 0.4325 0.8547 -1.29 0.22 -1.77
C 0.2652 0.3551 -0.0383 0.68 2.50 -3.39
F 0.5438 1.3365 -1.3101 -0.86 -3.15 3.22
C -0.9654 -0.5193 -0.2808 -0.53 0.47 1.84
Cl -0.5054 -1.9427 -1.1810 0.28 -0.47 -0.47
Cl -2.3076 0.3280 -1.1008 0.43 0.00 0.26
H 2.1532 0.9287 0.5738 -0.13 0.24 0.43
H 1.0018 0.0097 1.7844 0.37 -0.80 1.26
H -1.4210 -0.9287 0.6981 1.06 1.00 -1.37
```
Positions in Å, forces in eV/Å.

Properties
Kohn-Sham gap = 11.28 eV
SMILES = C=C(F)C(Cl)Cl
total charge = 0
HOMO level = -10.77 eV

(8)
Below is 2 unconnected molecules or ions with the total composition C3H3Cl2FO in a non-equilibrium geometry, with properties calculated with ωB97M-V/def2-TZVPD.

Geometry as XYZ:
```
10
Properties=species:S:1:pos:R:3:forces:R:3
F 1.9545 0.7424 -1.6381 -0.13 0.00 -0.35
C 2.6147 0.7913 -0.4746 0.18 -0.05 0.48
Cl 4.3241 0.3969 -0.7514 -0.35 0.01 0.08
Cl 2.4515 2.4232 0.2093 -0.01 -0.30 -0.05
H 2.1709 0.0599 0.2137 0.28 0.31 -0.17
C -1.1328 -0.4341 -0.2171 0.47 1.06 0.65
C -1.4800 -1.5189 -0.8203 -0.56 -1.41 -0.83
O -1.8110 -2.4894 -1.3674 0.19 0.40 0.25
H -0.7010 0.3847 -0.7582 0.07 0.11 -0.31
H -1.2567 -0.3275 0.8426 -0.13 -0.14 0.25
```
Positions in Å, forces in eV/Å.

Properties
Kohn-Sham gap = 10.25 eV
SMILES = FC(Cl)Cl.C=C=O
total charge = 0
HOMO level = -9.60 eV

Energy? In order: -98048.4907; -77294.8192; -86082.9793; -84031.6818; -28395.0466; -23623.9003; -30919.9640; -32968.2276 eV.